(1)
Below is a structure of composition C44H41Cl2N4OS3V, with properties calculated with ωB97M-V/def2-TZVPD.

Cartesian coordinates (Å):
V -0.166 1.119 -0.636
S 2.856 -0.551 2.127
C 3.677 0.221 0.857
N 4.847 0.900 1.166
C 5.469 1.663 0.113
C 5.455 0.861 -1.176
N 4.108 0.477 -1.491
C 3.815 0.287 -2.892
C 3.702 1.609 -3.605
C 4.794 2.177 -4.252
C 4.687 3.419 -4.855
C 3.485 4.106 -4.821
C 2.392 3.544 -4.183
C 2.502 2.309 -3.570
C 3.263 0.083 -0.477
S 1.765 -0.630 -0.890
C 5.023 1.492 2.479
C 4.523 2.914 2.539
C 5.409 3.976 2.684
C 4.946 5.280 2.699
C 3.589 5.533 2.583
C 2.700 4.482 2.428
C 3.166 3.181 2.398
H 6.499 1.873 0.419
H 4.946 2.614 -0.054
H 6.110 -0.027 -1.084
H 5.829 1.495 -1.985
H 2.870 -0.256 -2.956
H 4.603 -0.330 -3.351
H 5.731 1.635 -4.304
H 5.544 3.857 -5.350
H 3.394 5.067 -5.310
H 1.451 4.073 -4.143
H 1.637 1.882 -3.078
H 6.095 1.459 2.711
H 4.489 0.867 3.199
H 6.470 3.779 2.779
H 5.647 6.100 2.805
H 3.221 6.548 2.601
H 1.640 4.666 2.325
H 2.469 2.369 2.246
N -0.031 0.397 1.252
C -0.675 0.972 2.366
C 0.010 1.055 3.575
C -0.582 1.619 4.688
C -1.863 2.136 4.590
C -2.551 2.046 3.394
C -2.000 1.429 2.268
C -2.780 1.287 1.026
C -4.177 1.277 1.126
C -4.983 1.283 0.008
C -4.396 1.288 -1.245
C -3.017 1.227 -1.345
C -2.170 1.198 -0.240
H 0.939 0.120 1.511
H -0.515 -0.451 0.938
H 1.007 0.639 3.644
H -0.043 1.647 5.625
H -2.324 2.601 5.452
H -3.543 2.470 3.341
H -4.637 1.258 2.105
H -6.062 1.303 0.105
H -5.009 1.345 -2.135
H -2.578 1.260 -2.335
C 3.328 -4.445 -4.734
C 2.313 -3.418 -4.326
C 2.317 -2.132 -4.857
C 1.373 -1.198 -4.474
C 0.406 -1.543 -3.530
C 0.398 -2.822 -2.982
C 1.338 -3.746 -3.372
S -0.839 -0.389 -2.956
C -1.723 -0.436 -4.603
O -0.280 0.985 -2.969
H 4.020 -4.040 -5.471
H 2.835 -5.324 -5.159
H 3.905 -4.775 -3.867
H 3.082 -1.847 -5.567
H 1.391 -0.197 -4.882
H -0.357 -3.072 -2.248
H 1.323 -4.739 -2.942
H -0.985 -0.207 -5.361
H -2.514 0.306 -4.606
H -2.131 -1.431 -4.751
Cl -2.502 4.412 -0.466
C -0.891 5.022 -0.604
C -0.608 6.362 -0.650
C 0.710 6.798 -0.790
C 1.752 5.871 -0.846
C 1.460 4.537 -0.772
Cl 2.657 3.302 -0.751
C 0.128 4.029 -0.680
N -0.091 2.752 -0.650
H -1.412 7.077 -0.574
H 0.926 7.853 -0.856
H 2.781 6.188 -0.932

The multiplicity is 4. Its net charge is -1. For the orbital gap (spin up / spin down), the calculation gives 4.5 / 6.3 eV. The LUMO energy (spin up / spin down) comes out at 2.2 / 2.2 eV. The value obtained for the HOMO energy (spin up / spin down) is -2.3 / -4.1 eV.

Here are the Mulliken charges for atoms 1 to 6, given in e: number 1, V, carries -0.453; number 2, S, carries -0.440; number 3, C, carries -0.666; number 4, N, carries 0.138; number 5, C, carries -0.613; number 6, C, carries -0.717

***

(2)
Below is a structure of composition C44H41MoO6SSe4, with properties calculated with ωB97M-V/def2-TZVPD.

Cartesian coordinates (Å):
Mo -0.476 0.477 -1.803
C -3.257 -0.928 4.190
C -2.336 -1.520 3.146
C -1.819 -2.893 3.531
O -3.022 -1.569 1.892
C -2.295 -0.886 0.901
C -0.961 -0.515 1.573
O -1.244 -0.631 2.949
C -0.418 0.910 1.302
O -0.131 0.993 -0.100
C -1.397 2.035 1.650
C -1.857 2.162 2.962
C -2.734 3.178 3.304
C -3.146 4.103 2.355
C -2.647 4.020 1.066
C -1.772 2.998 0.722
C 0.913 1.170 2.012
C 1.556 0.234 2.812
C 2.754 0.557 3.439
C 3.327 1.805 3.260
C 2.704 2.734 2.436
C 1.505 2.418 1.822
C -2.155 -1.776 -0.365
O -1.352 -0.992 -1.240
C -3.478 -2.021 -1.084
C -3.474 -2.885 -2.178
C -4.622 -3.083 -2.925
C -5.792 -2.416 -2.588
C -5.804 -1.558 -1.500
C -4.652 -1.362 -0.747
C -1.425 -3.085 -0.097
C -2.155 -4.187 0.339
C -1.518 -5.388 0.608
C -0.145 -5.502 0.445
C 0.585 -4.411 0.002
C -0.051 -3.208 -0.273
H -4.085 -1.611 4.381
H -3.654 0.022 3.835
H -2.712 -0.771 5.120
H -2.637 -3.613 3.538
H -1.378 -2.852 4.527
H -1.064 -3.228 2.822
H -2.825 0.026 0.606
H -0.172 -1.214 1.275
H -1.517 1.470 3.718
H -3.086 3.255 4.325
H -3.833 4.895 2.625
H -2.926 4.756 0.323
H -1.344 2.993 -0.272
H 1.122 -0.740 2.986
H 3.232 -0.174 4.078
H 4.251 2.059 3.764
H 3.145 3.711 2.289
H 1.006 3.155 1.204
H -2.559 -3.396 -2.451
H -4.604 -3.757 -3.772
H -6.692 -2.570 -3.168
H -6.715 -1.042 -1.226
H -4.693 -0.700 0.107
H -3.226 -4.102 0.466
H -2.098 -6.237 0.946
H 0.352 -6.441 0.652
H 1.655 -4.493 -0.141
H 0.535 -2.371 -0.634
Se 0.242 -1.012 -3.803
Se -1.200 0.341 -4.990
Se -3.218 0.163 -3.808
Se -2.769 1.603 -2.033
C 0.062 3.171 -3.331
O 0.156 1.975 -2.606
H -0.982 3.342 -3.605
H 0.676 3.091 -4.230
H 0.425 3.993 -2.712
O 1.761 0.016 -1.372
S 2.972 -0.106 -2.308
C 4.355 -0.311 -1.202
C 5.577 -0.602 -1.795
C 6.691 -0.764 -0.990
C 6.567 -0.655 0.389
C 5.334 -0.385 0.964
C 4.208 -0.211 0.171
C 3.299 1.547 -2.882
C 3.453 2.595 -1.982
C 3.691 3.865 -2.474
C 3.773 4.078 -3.848
C 3.605 3.027 -4.736
C 3.359 1.747 -4.252
H 5.656 -0.696 -2.872
H 7.651 -0.985 -1.436
H 7.436 -0.792 1.019
H 5.240 -0.314 2.038
H 3.235 -0.014 0.608
H 3.388 2.410 -0.916
H 3.821 4.694 -1.790
H 3.970 5.073 -4.224
H 3.667 3.198 -5.802
H 3.210 0.915 -4.929

The multiplicity is 1. Its net charge is +1. For the orbital gap, the calculation gives 6.0 eV. The LUMO energy comes out at -4.6 eV. The value obtained for the HOMO energy is -10.6 eV.

Here are the Mulliken charges for atoms 1 to 6, given in e: number 1, Mo, carries -1.723; number 2, C, carries -1.811; number 3, C, carries 1.239; number 4, C, carries -1.622; number 5, O, carries -0.400; number 6, C, carries -1.068

***

Q: Which value of net charge does entry 1 give?
A: -1